# 1
11
Properties=species:S:1:pos:R:3 method="wB97M-V/def2-TZVPD" spin_multiplicity=1 total_charge=0 homo_ev=-10.0 relative_energy_kcal_mol=87.9 energy_ha=-322.4343 lumo_energy_ev=0.586
N -2.29 0.72 1.28
C -1.37 0.16 0.83
O 1.78 -0.02 2.20
C 1.69 -0.37 1.06
C -0.01 -0.15 -2.00
O -1.08 0.07 -2.49
H -3.07 1.21 1.65
H 1.37 -1.39 0.78
H 1.93 0.31 0.21
H 0.76 0.64 -1.87
H 0.29 -1.16 -1.65

---

# 2
8
Properties=species:S:1:pos:R:3 method="wB97M-V/def2-TZVPD" spin_multiplicity=1 total_charge=0 homo_ev=-10.1 relative_energy_kcal_mol=110.4 energy_ha=-3003.8038 lumo_energy_ev=-1.741
C 0.87 0.47 -0.29
F -1.35 -1.96 -1.60
Si -0.56 -0.40 0.60
Br -2.10 1.08 1.17
H 1.18 -0.05 -1.18
H 0.39 1.54 -0.41
H 1.78 0.68 0.19
H -0.22 -1.36 1.52

---

# 3
15
Properties=species:S:1:pos:R:3 method="wB97M-V/def2-TZVPD" spin_multiplicity=1 total_charge=+1 homo_ev=-14.3 relative_energy_kcal_mol=112.8 energy_ha=-266.9195 lumo_energy_ev=-3.538
C -1.04 0.81 1.73
N 0.15 0.06 1.21
C -0.06 -0.48 -0.12
C 1.20 -0.62 -1.15
C 0.33 -0.31 -2.30
N 0.30 0.51 -1.15
H -1.76 0.14 2.20
H -0.71 1.58 2.61
H -1.65 1.23 0.91
H 0.42 -0.66 1.86
H 1.03 0.73 0.89
H -0.65 -1.28 -0.30
H 2.20 -0.66 -0.77
H 0.68 0.11 -3.20
H -0.44 -1.15 -2.42

---

# 4
10
Properties=species:S:1:pos:R:3 method="wB97M-V/def2-TZVPD" spin_multiplicity=1 total_charge=0 homo_ev=-8.6 relative_energy_kcal_mol=171.1 energy_ha=-930.0668 lumo_energy_ev=-2.469
C -0.07 -0.60 -1.73
C 0.13 0.10 0.87
H 0.44 -0.19 -2.83
H -1.28 -0.69 -2.02
H 0.31 -1.57 -1.42
H 0.53 1.84 1.74
H -0.77 0.97 3.11
N 0.95 0.69 1.92
S 0.19 0.76 -0.76
S -0.43 -1.32 1.11

---

Number 1: Kohn-Sham gap 10.574 eV. Number 2: Kohn-Sham gap 8.394 eV. Number 3: Kohn-Sham gap 10.801 eV. Number 4: Kohn-Sham gap 6.156 eV.